Record 1
135
Properties=species:S:1:pos:R:3:forces:R:3 method="wB97M-V/def2-TZVPD" s2=2.008 orbital_gap_ev="7.5 / 8.3" total_charge=+1 multiplicity=3
C 4.1803 -1.9998 -0.1360 -1.0206 -0.3757 1.6915
C 2.7464 -2.1379 -0.6975 0.7076 0.4464 0.2909
C 2.5565 -1.2370 -1.9382 -3.7861 -1.8425 4.7297
C 1.1746 -0.5718 -1.9343 0.0557 0.4473 -0.3699
C 0.9861 0.5088 -0.8652 0.1382 -0.6738 0.1331
C 2.0590 1.6019 -0.8504 -0.7606 0.1592 -0.1490
C 2.4302 2.1821 -2.2197 0.6592 0.4730 0.1662
C 1.8449 3.5621 -2.5624 -0.3892 -0.5489 -0.3231
C 0.3083 3.7138 -2.4107 0.4144 0.4772 -0.3155
C -0.3314 3.8583 -3.7974 -0.3147 -0.7743 0.7401
C -0.3336 2.4644 -4.4680 0.8286 0.8376 -0.3742
C 0.6472 2.3733 -5.6512 -0.7115 -0.2421 0.6853
C 0.3079 1.1605 -6.5159 0.6247 -0.1080 -0.5261
C 1.5579 0.4370 -7.0139 0.2861 0.6687 0.0787
C 2.3560 -0.0794 -5.8145 0.1027 -0.6967 -1.0841
C 3.5801 -0.8835 -6.2731 0.1046 0.8430 0.2192
N 4.0544 -1.9027 -5.2500 0.2115 0.3766 -0.9241
C 3.0787 -3.0340 -4.9678 -0.2754 -0.0032 -0.3782
C 2.0912 -3.3301 -6.0913 -0.4904 0.3831 0.5460
S 1.1541 -4.8179 -5.6235 0.5932 -0.3926 -0.3351
C 0.0504 -4.1655 -4.4632 1.6270 0.9615 0.2717
N -1.1643 -4.4206 -4.4323 -2.8471 -0.8824 -0.5613
N -1.7205 -3.7600 -3.3485 -0.7968 -0.7550 -0.3766
C -0.7589 -3.1461 -2.8004 -1.1245 0.1425 0.4575
O 0.3990 -3.3267 -3.4234 1.7156 0.2179 -0.0619
P 4.2435 -1.0238 -3.6640 3.1408 0.0239 -2.1822
S 5.0901 -2.1637 -2.3708 1.6840 0.3265 -4.6489
B 5.4759 -2.3714 -5.6335 0.8738 0.8325 0.2952
O 5.6040 -3.6068 -6.1001 -0.2228 -0.7868 0.1625
C 6.7546 -1.4467 -5.5431 -0.0787 0.0039 -0.1784
C 7.8298 -1.9788 -4.5394 -0.9495 0.2572 0.0758
H 4.8030 -2.7248 -0.6554 -0.1870 -0.1756 2.0333
H 4.5783 -1.0130 -0.3528 0.0891 0.0609 0.4083
H 4.2347 -2.1830 0.9332 -0.2482 0.0000 0.2578
H 2.6165 -3.1757 -0.9981 -0.2198 -0.1173 -0.1184
H 1.9974 -1.9282 0.0605 -0.0012 0.1392 0.1621
H 2.6233 -1.8853 -2.8217 -0.9767 -0.6198 1.7976
H 3.3479 -0.4934 -2.0424 -0.5457 0.2643 2.2842
H 0.4117 -1.3447 -1.8330 0.3420 0.2835 0.1663
H 0.9961 -0.1170 -2.9167 -0.0966 -0.0659 -0.1057
H -0.0198 0.9088 -0.9721 -0.0396 0.1939 -0.0763
H 0.9918 0.0094 0.1035 -0.0518 0.1470 0.2087
H 2.9309 1.2340 -0.3150 0.2018 -0.0716 -0.0625
H 1.6654 2.4204 -0.2468 0.0899 -0.0002 0.2102
H 3.5175 2.3064 -2.2201 0.1047 -0.0358 -0.2019
H 2.2082 1.5092 -3.0528 -0.0925 -0.1449 0.1155
H 2.3697 4.3612 -2.0466 0.0371 -0.0638 0.3329
H 2.0662 3.7163 -3.6214 0.1671 0.1873 0.0300
H -0.1620 2.8494 -1.9499 0.1183 -0.0244 0.3738
H 0.1090 4.5827 -1.7871 -0.1743 0.0392 0.0502
H 0.2651 4.5726 -4.3592 -0.3170 0.2140 -0.2618
H -1.3628 4.1853 -3.6772 0.0361 0.3539 -0.1894
H -1.3217 2.1566 -4.7988 -0.1511 0.0045 0.1257
H 0.0499 1.7801 -3.7118 -0.4466 -0.4805 -0.0670
H 0.6173 3.2973 -6.2232 0.0003 -0.0005 -0.2152
H 1.6387 2.3067 -5.2015 0.1014 0.0974 -0.2825
H -0.2901 0.4182 -5.9859 -0.2211 0.1500 0.2170
H -0.2667 1.5103 -7.3697 -0.2179 -0.1556 -0.0782
H 2.1800 1.1736 -7.5327 0.0844 -0.0577 -0.1435
H 1.3331 -0.3357 -7.7497 -0.1047 -0.2248 0.1594
H 2.7139 0.7958 -5.2809 -0.1944 -0.2413 0.5010
H 1.7141 -0.7210 -5.2104 -0.1151 0.2696 0.2922
H 3.4600 -1.3017 -7.2676 -0.1292 -0.5331 0.1028
H 4.3875 -0.1561 -6.3613 0.2818 -0.1812 -0.1132
H 3.6005 -3.9528 -4.7325 0.5024 0.1166 -0.0361
H 2.5202 -2.7817 -4.0692 -0.0970 -0.1444 -0.3503
H 2.5449 -3.4570 -7.0696 0.1315 -0.4449 0.0304
H 1.3433 -2.5484 -6.1979 0.0643 0.1946 -0.0914
H -0.9424 -2.5375 -1.9356 0.6492 0.1206 0.1016
H 2.9377 -0.7538 -3.2221 0.8698 1.5428 -4.3220
H 4.9033 0.1868 -3.9222 0.2332 -0.0271 -0.5508
H 6.5441 -3.8322 -6.1521 -0.1814 -0.2259 -0.2976
H 7.2125 -1.4807 -6.5351 -0.1308 0.0750 -0.2004
H 6.5184 -0.3963 -5.3771 0.1591 0.0452 0.1070
H 7.4709 -2.9074 -4.1032 0.3548 -0.2659 0.0284
H 8.8037 -2.0996 -4.9953 0.0922 -0.0486 -0.0636
H 7.8976 -1.2923 -3.7038 0.1967 0.0849 0.1025
C -1.3076 0.3543 5.6349 -0.2338 0.3237 0.0362
C -0.0843 0.2403 4.6854 -1.3924 -0.7508 1.0694
C 1.2108 0.0752 5.4874 0.5201 0.3653 -0.0082
C 1.6876 1.3604 6.1553 -0.0364 -0.0135 -0.0607
C 1.8141 2.4771 5.1216 0.2457 -0.5119 0.1004
C 0.5226 2.6987 4.3329 -0.8310 1.5318 0.8064
N -0.0185 1.4199 3.7661 2.3753 -0.6353 -0.1803
O 0.6875 1.1011 2.7265 -0.6139 0.0708 -0.5374
C -0.5051 3.3811 5.2604 -0.1357 -0.1463 0.1794
C 0.7693 3.7163 3.2221 0.1611 -0.2743 -0.5400
C -0.3204 -1.0591 3.9183 0.2645 0.0680 -0.6441
H -1.0549 0.0659 6.6558 0.0297 -0.0140 -0.0227
H -1.7468 1.3456 5.6740 0.1381 0.0361 0.0199
H -2.1255 -0.2890 5.3087 0.1083 -0.1168 -0.0302
H 2.0055 -0.2823 4.8235 -0.0820 0.0607 -0.1297
H 1.0747 -0.7031 6.2401 -0.1751 -0.0416 -0.0751
H 1.0046 1.6474 6.9595 -0.0254 0.0188 -0.0367
H 2.6576 1.1894 6.6264 -0.0213 -0.0014 0.0199
H 2.0995 3.4066 5.6185 -0.1260 0.0920 -0.1016
H 2.6303 2.2309 4.4344 -0.0911 -0.0374 -0.0922
H -1.4878 3.4279 4.7884 0.0034 -0.0369 0.0016
H -0.1955 4.4051 5.4697 0.1129 -0.0166 -0.1189
H -0.6044 2.8973 6.2297 -0.0461 -0.0529 -0.0488
H 1.5774 3.4162 2.5556 -0.0784 -0.1123 -0.0090
H 1.0509 4.6757 3.6542 -0.0495 -0.0512 0.1542
H -0.1316 3.8692 2.6242 0.0015 -0.0341 0.0079
H -1.2072 -0.9858 3.2861 -0.0021 0.0317 0.0141
H -0.4773 -1.8714 4.6280 -0.0491 0.1112 0.1246
H 0.5262 -1.3340 3.2890 0.0011 0.0933 -0.0130
C -8.6232 0.2525 6.0593 -0.1665 -0.3168 -0.1214
C -7.0783 0.3628 6.1827 -1.7508 0.5977 0.3383
C -6.5104 1.2729 5.0884 0.4170 -0.1259 -0.4275
C -6.4813 0.6291 3.7064 0.0167 -0.0166 0.0651
C -5.7374 -0.7032 3.7612 0.1202 0.5392 0.0750
C -6.3089 -1.6544 4.8139 -1.0933 -1.2004 -0.9515
N -6.4496 -0.9949 6.1532 1.9699 1.2153 -0.6837
O -5.2764 -0.9220 6.6986 -0.2104 -0.4592 0.5311
C -7.6648 -2.1879 4.3047 -0.2171 0.1619 0.0069
C -5.4248 -2.8943 4.9164 0.4392 0.0622 0.4173
C -6.8533 1.0560 7.5248 0.5935 -0.2102 0.2562
H -9.0288 1.0091 5.3860 0.0413 0.0119 0.0034
H -8.9695 -0.7154 5.7131 0.0924 0.0221 -0.0949
H -9.1051 0.3841 7.0280 0.1181 0.1087 0.0360
H -5.4877 1.5630 5.3534 0.0072 -0.1362 0.1026
H -7.0862 2.1994 5.0519 -0.0922 -0.0513 0.1557
H -7.4984 0.4940 3.3277 0.0006 -0.0457 0.0281
H -5.9804 1.2971 3.0021 -0.0279 0.0066 -0.0023
H -5.7720 -1.1837 2.7809 -0.0400 -0.1646 0.0755
H -4.6803 -0.5083 3.9728 -0.0210 -0.0352 0.1346
H -8.1783 -2.7554 5.0822 0.0046 0.0335 0.0198
H -7.5077 -2.8603 3.4611 0.1586 -0.0020 0.0348
H -8.3309 -1.4076 3.9420 -0.0110 0.0097 0.0856
H -4.3889 -2.6485 5.1467 -0.0639 0.0616 0.1262
H -5.4237 -3.4283 3.9665 -0.1396 0.0895 -0.0616
H -5.7945 -3.5762 5.6840 0.0075 0.0371 0.0195
H -7.1937 0.4304 8.3510 0.0101 -0.0230 -0.0261
H -7.4214 1.9863 7.5480 -0.1091 -0.0544 -0.1254
H -5.8074 1.3072 7.6962 0.0065 -0.1013 -0.0288

Record 2
157
Properties=species:S:1:pos:R:3:forces:R:3 method="wB97M-V/def2-TZVPD" orbital_gap_ev=7.4 e_above_lowest_kj_mol=12.36 total_charge=0
Mg -0.6827 -0.4183 1.4853 1.2382 0.4064 -1.1411
O -1.0133 1.1323 0.2941 0.5669 -0.5404 -0.2049
C -0.2142 0.8851 -0.8581 -1.2268 0.2123 2.0858
C 0.8742 -0.2838 -0.7337 0.4472 0.9702 0.9235
O 0.8389 -1.1351 0.3818 -0.8865 0.2970 -0.9828
H 0.2875 1.8460 -1.0541 -0.1597 -0.9769 0.1374
H -0.9410 0.6743 -1.6677 0.2789 0.0250 -0.2742
H 1.8103 0.2918 -0.6228 0.1873 0.0593 -0.5929
H 0.8980 -0.7772 -1.7220 -0.0448 -0.3146 0.3771
C -3.9669 0.6140 -3.2563 -0.2456 -0.6278 0.6973
C -4.9460 1.7868 -3.2892 1.1495 -0.8347 -0.3836
C -5.5957 1.8778 -4.6811 0.0405 0.0807 0.2406
O -6.9838 1.6999 -4.4044 0.0879 0.3127 -0.4596
C -7.2010 1.5757 -3.0906 -0.4765 0.0870 0.2816
O -8.2765 1.4826 -2.5966 0.0554 -0.1321 0.1065
O -6.0396 1.5835 -2.3961 0.1146 -0.0880 -0.1454
H -4.4754 -0.3310 -3.4737 -0.2523 0.1623 -0.1846
H -3.5312 0.4448 -2.2673 0.0457 0.4059 -0.0376
H -3.1424 0.6774 -3.9663 -0.0673 0.4091 -0.1001
H -4.4127 2.6734 -2.9527 -0.1888 0.3223 -0.2588
H -5.2815 1.0688 -5.3382 0.0777 -0.0420 0.0639
H -5.3983 2.8218 -5.1873 -0.3026 0.0890 0.0757
C -0.9412 3.7310 -4.1025 0.4922 0.6420 0.1273
C -0.2181 3.2570 -2.8704 0.5310 0.9449 -0.3067
C 0.8014 2.1575 -3.1109 -1.3615 -1.0842 -0.2096
O 1.8403 2.4526 -2.2014 0.5874 -0.0289 -0.4119
C 1.7712 3.7619 -1.8685 0.5358 -0.0706 -0.1296
O 2.6388 4.3171 -1.2667 -0.5903 0.2037 -0.1038
O 0.6360 4.3007 -2.3300 -0.0206 0.5386 -0.0126
H -1.5363 4.6118 -3.8585 -0.3753 -0.2404 0.0041
H -1.5322 2.9111 -4.5073 -0.1284 0.1215 -0.1020
H -0.2190 4.0907 -4.8378 0.0002 -0.3124 -0.1363
H -0.9229 3.0871 -2.0514 0.0534 -0.7102 -0.3308
H 1.1759 2.0117 -4.1245 0.0785 0.6319 -0.0734
H 0.2610 1.2391 -2.8533 0.8664 0.0217 -0.2222
C 2.8786 -0.7328 -3.6480 -0.0508 0.1044 0.3425
C 4.1044 -0.8953 -2.7674 -2.1912 -1.4025 -1.3024
C 3.8767 -1.9372 -1.6684 0.0817 0.5354 0.0940
O 5.1292 -2.6159 -1.6225 -1.0828 -2.0279 -0.1102
C 5.7668 -2.4355 -2.7830 0.4988 -0.3240 -0.1079
O 6.7492 -3.0131 -3.1297 -0.1514 0.0408 0.0911
O 5.1363 -1.5073 -3.5165 0.4355 0.6862 -0.6945
H 3.1183 0.0169 -4.3992 -0.3162 -0.2466 -0.4054
H 2.0094 -0.4116 -3.0680 0.4834 0.4333 0.0213
H 2.5242 -1.6901 -4.0276 0.4956 0.0138 -0.5668
H 4.3226 0.0776 -2.3234 0.5677 -1.9114 -2.8714
H 3.0461 -2.6201 -1.8534 0.1097 -0.1297 -0.3249
H 3.6846 -1.3847 -0.7490 -0.2478 -1.6242 -0.4036
C 5.3051 2.7946 -0.3493 0.4588 0.5859 0.4755
C 5.2883 1.4207 0.2823 0.0872 0.5278 -0.2230
C 4.5973 0.3445 -0.5550 0.7782 2.0785 1.8893
O 5.6359 -0.5639 -0.8966 0.0943 1.9590 0.8816
C 6.7904 -0.2200 -0.2858 -0.1589 -0.2418 1.2459
O 7.7299 -0.9395 -0.2374 0.3207 0.4489 -0.3624
O 6.6399 0.9534 0.3752 0.4139 -0.3880 -0.1581
H 5.7656 2.7563 -1.3364 -0.1595 -0.0773 -0.1426
H 5.9321 3.4547 0.2569 0.1353 -0.1491 0.0040
H 4.3556 3.3265 -0.3910 -0.1524 -0.4978 -0.1858
H 4.9044 1.4690 1.3012 -0.0200 -0.0272 -0.0079
H 4.1972 0.7606 -1.4815 -0.1756 1.4099 2.1221
H 3.7817 -0.1348 -0.0149 0.3467 0.4418 0.2416
C 3.2075 -5.3983 0.2931 -0.8502 0.3993 0.4458
C 3.1471 -4.0035 0.8974 0.1439 0.1709 0.2511
C 2.2804 -3.7123 2.1388 -0.7035 0.1971 -0.3075
O 3.1830 -3.1354 3.0732 0.0365 -0.7490 0.9231
C 4.4589 -3.2347 2.6371 -0.6025 0.8970 -0.4233
O 5.3835 -2.7751 3.2242 0.2896 -0.3418 0.1497
O 4.4586 -3.7502 1.4099 1.0503 0.0671 -0.3418
H 3.9382 -5.4838 -0.5074 0.0678 0.2775 0.0291
H 2.2164 -5.6219 -0.1049 -0.0036 -0.2985 -0.0302
H 3.4620 -6.1039 1.0839 -0.0763 -0.1374 -0.0753
H 2.8696 -3.2277 0.1836 0.3330 -0.1626 -0.2328
H 1.7597 -4.5997 2.5156 0.3265 -0.0518 0.3003
H 1.5533 -2.9082 1.9911 -0.1616 -0.3956 -0.6192
C -4.5655 3.3367 0.1997 -0.1055 0.4177 0.1996
C -3.2433 3.5107 0.9165 -0.5952 -0.3621 -0.4562
C -2.2447 4.3663 0.1575 0.3010 -1.2589 -0.2297
O -1.6808 5.1552 1.1772 0.1060 1.2798 0.1765
C -2.4908 5.2001 2.2554 0.1755 -0.3298 -0.0230
O -2.3636 5.9252 3.1931 0.0642 -0.1546 -0.1911
O -3.4233 4.2326 2.1551 -0.2893 0.0257 -0.1958
H -4.9826 4.2931 -0.1252 0.0668 0.0631 0.1092
H -5.3070 2.8674 0.8472 0.0201 -0.1642 -0.1050
H -4.4219 2.7385 -0.6960 0.0160 -0.2203 0.0281
H -2.8152 2.5236 1.1044 0.2054 0.0490 0.2689
H -2.7210 4.9062 -0.6663 0.1323 0.5677 0.3317
H -1.4441 3.7425 -0.2473 -0.1137 0.0345 0.0724
C -0.6141 -4.1916 -0.2315 -0.5012 0.7075 -0.3597
S -0.9619 -5.8798 0.2574 -0.2974 -0.7865 -0.8699
O -2.3853 -5.9624 0.7119 0.2646 0.3678 -0.1582
C -0.8609 -6.5993 -1.4327 0.7554 0.1926 0.1049
H -0.7472 -3.6138 0.6817 0.5177 0.1957 -0.1140
H -1.2971 -3.7345 -0.9573 -0.4855 -0.6648 0.2357
H 0.3377 -4.0165 -0.7348 0.4310 -0.3402 0.6712
H -1.5127 -6.0672 -2.1233 -0.0389 0.0864 0.0842
H -1.0084 -7.6734 -1.5339 -0.4366 0.0311 0.6482
H 0.1930 -6.4734 -1.7036 -0.0787 0.3181 -0.1720
C 3.0822 -0.1827 2.6111 0.3333 -0.0620 0.4213
S 1.6527 -0.2966 3.7134 0.7478 0.2241 -0.6910
O 0.5634 0.3221 2.8769 1.0404 0.8917 1.2950
C 2.2087 0.9768 4.8759 -0.5869 0.3182 0.0989
H 3.0686 0.8026 2.1473 -0.3961 -0.0484 -0.1076
H 2.9856 -0.9876 1.8866 -0.1675 0.2328 -0.1205
H 4.0267 -0.2697 3.1504 -0.0925 -0.2861 0.1799
H 1.4240 1.1343 5.6190 -0.1066 -0.1005 -0.1151
H 2.3475 1.9107 4.3318 0.1373 -0.0721 0.0008
H 3.1049 0.6985 5.4269 0.1141 -0.2529 -0.3022
C -1.7213 -1.7606 -2.9114 -0.5052 -1.0949 -0.4175
S -0.2571 -1.9257 -3.9704 -1.1241 -0.5863 -0.4989
O -0.5226 -1.0698 -5.1660 0.3002 0.4510 0.2807
C -0.6494 -3.5834 -4.6637 0.1949 0.2755 0.1356
H -2.6029 -1.6038 -3.5393 0.3530 0.3834 -0.2688
H -1.6426 -0.9972 -2.1414 0.3205 -0.1772 -0.1418
H -1.9464 -2.7533 -2.5088 0.4078 0.2412 0.4028
H -0.5291 -4.4421 -4.0035 0.1392 0.2055 0.2437
H 0.0656 -3.6448 -5.4827 -0.0532 -0.1444 -0.0405
H -1.6609 -3.5687 -5.0671 -0.0146 0.1805 -0.0052
C -2.6282 -2.7321 4.1166 0.1821 -0.7174 -0.2738
S -1.0506 -3.2293 3.3489 -0.3334 0.9230 -0.5409
O -0.5074 -1.9878 2.6705 0.3515 -2.5093 1.9181
C -0.1386 -3.5058 4.8894 -0.1376 1.1733 0.1879
H -2.6122 -1.8081 4.6864 0.4936 -0.0419 0.1750
H -2.9019 -3.6028 4.7156 -0.2254 0.1939 0.1339
H -3.3490 -2.6109 3.3136 0.1222 -0.0759 -0.1165
H -0.1367 -2.5187 5.3593 0.1138 -0.0855 0.1949
H 0.8973 -3.7993 4.7398 -0.1014 -0.1569 -0.3444
H -0.6722 -4.2011 5.5340 -0.0312 -0.1620 -0.2151
C -4.3329 -2.9756 0.6561 -1.1572 -0.6497 0.2080
S -3.3101 -1.7190 -0.1103 0.4659 -0.0744 1.1407
O -2.1018 -1.5443 0.7835 -1.8806 -1.2769 -1.3094
C -4.3380 -0.3116 0.2511 -0.5223 0.6831 -0.6400
H -3.9602 -4.0021 0.7116 0.8939 0.3154 -0.2673
H -5.2499 -3.0949 0.0681 0.0659 0.3994 -0.1736
H -4.6594 -2.7087 1.6620 0.2046 0.3589 -0.0305
H -3.7188 0.5612 0.0320 0.3181 -0.1045 0.3325
H -4.7300 -0.2728 1.2647 0.2567 -0.2086 0.1111
H -5.1633 -0.2312 -0.4628 -0.0707 -0.3605 0.0559
C -3.9562 1.6624 3.7972 -0.1243 0.1854 0.1008
S -2.2859 0.9665 4.0070 0.3721 1.6497 -0.8976
O -1.9482 0.2183 2.7609 -2.3213 0.1172 1.2087
C -1.3638 2.5225 3.7037 0.7225 -0.1688 0.7569
H -4.2533 1.6983 2.7510 0.2285 -0.3962 -0.0874
H -3.9635 2.7062 4.1059 0.1198 -0.0850 0.3172
H -4.6721 1.0972 4.3915 0.0423 -0.1046 -0.0885
H -1.2562 2.6561 2.6279 -0.3315 -0.1794 -0.0743
H -0.3530 2.3378 4.0702 -0.0494 -0.1409 -0.0386
H -1.7202 3.4124 4.2202 -0.4337 -0.1639 -0.0197
C 1.2042 5.2601 3.7311 -0.6586 0.3571 -0.6013
S 1.4744 5.2447 1.9188 1.7105 0.6535 0.2280
O 2.8286 5.9121 1.7861 -1.0976 -0.4355 0.0925
C 1.8098 3.4828 1.7239 0.0419 -0.4293 0.1548
H 0.2252 4.8678 4.0121 0.1886 -0.5183 -0.0798
H 1.1150 6.3138 3.9951 0.4301 0.0513 -0.0811
H 2.0669 4.7880 4.1923 -0.0762 -0.0233 0.1626
H 2.5740 3.3372 0.9617 -0.1811 0.4646 -0.2212
H 0.9054 2.9494 1.4183 -0.0207 -0.1486 0.2026
H 2.2459 3.0776 2.6382 -0.2847 0.0273 0.0862